(1)
{
  "formula": "C19H43N2OP3PbS",
  "method": "ωB97M-V/def2-TZVPD",
  "species": ["Pb", "P", "P", "P", "H", "C", "C", "H", "C", "C", "C", "C", "C", "C", "C", "C", "C", "H", "H", "H", "H", "H", "H", "H", "H", "H", "H", "H", "H", "H", "H", "H", "H", "H", "H", "H", "H", "H", "H", "H", "H", "H", "H", "H", "H", "H", "C", "C", "C", "C", "C", "C", "S", "H", "H", "H", "H", "H", "H", "C", "N", "C", "N", "O", "H", "H", "H", "H", "H", "H"],
  "xyz": [[0.3035, -0.3766, -2.3709], [0.5833, 0.3455, 2.4009], [1.1470, -2.7826, -0.1153], [-0.9976, 2.4530, 0.1723], [-0.2187, -2.7794, -4.0152], [-0.3337, -1.6960, -4.1087], [0.7854, -0.9138, -4.5279], [1.7221, -1.4463, -4.7575], [-0.8072, -0.2263, 3.4709], [1.8966, -0.7600, 3.0606], [1.0699, 1.8542, 3.3412], [1.0768, -4.0820, -1.4253], [2.6832, -3.3632, 0.7355], [-0.0975, -3.5056, 1.0407], [-1.9981, 3.3155, -1.0982], [0.1730, 3.8315, 0.5236], [-2.1837, 2.6523, 1.5704], [-1.3486, -1.3468, -4.3375], [0.5905, 0.0293, -5.0519], [-0.5325, -0.1444, 4.5313], [-1.0447, -1.2709, 3.2337], [-1.6969, 0.3835, 3.2721], [2.0744, -0.5248, 4.1183], [2.8221, -0.5809, 2.4980], [1.6263, -1.8194, 2.9699], [1.4192, 1.5570, 4.3381], [0.2448, 2.5669, 3.4491], [1.8967, 2.3478, 2.8131], [0.8448, -5.0605, -0.9751], [2.0570, -4.1395, -1.9226], [0.3106, -3.8374, -2.1785], [2.4528, -4.1329, 1.4864], [3.1631, -2.5125, 1.2345], [3.3807, -3.7801, -0.0014], [0.1747, -4.5461, 1.2779], [-1.0891, -3.4815, 0.5657], [-0.1433, -2.9233, 1.9730], [-2.0699, 4.3795, -0.8385], [-3.0100, 2.8888, -1.1525], [-1.5285, 3.2082, -2.0836], [-0.3184, 4.7861, 0.2979], [1.0425, 3.7130, -0.1361], [0.5074, 3.8264, 1.5670], [-2.7011, 3.6151, 1.4695], [-1.6900, 2.6050, 2.5473], [-2.9232, 1.8441, 1.5013], [-4.3074, 0.5545, -1.8433], [-4.9743, 0.3217, -0.6306], [-4.5220, -0.6907, 0.2169], [-3.5113, -1.5727, -0.2053], [-2.9555, -1.4273, -1.4891], [-3.3046, -0.3326, -2.2797], [-4.6416, 1.9182, -2.8618], [-5.3952, 2.6559, -2.0709], [-5.8153, 0.9559, -0.3503], [-4.9618, -0.7934, 1.2139], [-3.1529, -2.3661, 0.4637], [-2.2385, -2.1577, -1.8862], [-2.7654, -0.1145, -3.2098], [3.9543, 2.7025, 0.1976], [4.2257, 1.3176, -0.1267], [3.4610, 0.5760, -0.9659], [3.9451, -0.6910, -1.1935], [2.3722, 0.9769, -1.4503], [2.9557, 2.8131, 0.6390], [4.0194, 3.3453, -0.6939], [4.7052, 3.0277, 0.9269], [5.1406, 0.9459, 0.1055], [3.5651, -1.2138, -1.9714], [4.8861, -0.9214, -0.8982]],
  "atomic_forces_ev_per_a": [[0.890, 3.149, 6.774], [-0.067, 0.182, 2.876], [-0.028, -1.494, -0.324], [-0.185, 1.299, 1.340], [0.142, 0.256, 0.525], [2.302, -0.304, -5.029], [-2.443, -3.652, -2.912], [-0.113, 0.413, 0.612], [-0.599, -0.109, -0.990], [0.483, -0.410, -1.063], [0.130, 0.598, -0.846], [-0.058, 0.123, -0.228], [0.396, 0.808, 0.021], [-0.449, 0.678, 0.007], [-0.183, -0.541, -0.779], [0.468, -0.403, -0.250], [-0.042, -0.456, -0.130], [0.203, 0.239, 0.678], [0.232, 0.214, 0.596], [0.140, 0.060, -0.298], [-0.007, 0.231, 0.167], [0.147, -0.182, 0.210], [-0.222, 0.056, -0.265], [-0.069, -0.116, 0.268], [0.056, 0.297, 0.010], [-0.160, -0.081, -0.250], [0.205, -0.198, -0.033], [-0.141, -0.001, 0.279], [0.137, 0.296, -0.259], [-0.334, -0.050, 0.048], [0.174, -0.317, 0.265], [-0.078, 0.225, -0.310], [0.061, -0.379, -0.080], [-0.151, 0.160, 0.189], [-0.060, 0.376, -0.171], [0.223, -0.125, 0.221], [-0.033, -0.269, -0.266], [0.022, -0.289, -0.057], [0.447, 0.183, 0.167], [-0.143, 0.232, 0.087], [0.139, -0.220, 0.155], [-0.133, 0.231, 0.185], [-0.081, -0.016, -0.309], [0.167, -0.161, 0.087], [-0.172, 0.023, -0.269], [0.025, 0.210, 0.184], [-0.472, 0.990, -0.671], [-0.038, -0.286, 1.040], [-0.245, 0.294, -0.078], [-0.110, 0.076, 0.079], [0.104, 0.660, -0.675], [0.805, -0.814, 0.049], [0.676, -1.301, -0.419], [-0.683, 0.230, 0.649], [0.209, -0.162, 0.088], [0.049, -0.077, -0.451], [-0.335, 0.324, -0.348], [-0.261, 0.184, 0.321], [-0.515, -0.189, 0.210], [-0.028, 0.652, 0.006], [-0.632, -0.746, -0.728], [1.340, -0.435, 0.642], [-0.468, 0.331, -0.043], [-0.598, -0.549, -0.398], [0.268, -0.086, -0.085], [0.010, -0.192, 0.322], [-0.263, -0.020, -0.227], [-0.231, 0.212, -0.056], [0.351, 0.203, 0.180], [-0.170, -0.061, -0.240]],
  "mulliken_charge": [0.9539, 0.7238, 0.7207, 0.7878, 0.3988, -0.3525, -0.6555, 0.3725, -1.1951, -1.1493, -1.3288, -1.1128, -1.2785, -1.4758, -1.1095, -1.1960, -1.2259, 0.4009, 0.4094, 0.4345, 0.3794, 0.3067, 0.4940, 0.2967, 0.3854, 0.5110, 0.4364, 0.3197, 0.4304, 0.4119, 0.2094, 0.4526, 0.2158, 0.4749, 0.5299, 0.2934, 0.3307, 0.5340, 0.0097, 0.4715, 0.4538, 0.2287, 0.4122, 0.4552, 0.4174, 0.1935, 0.3411, -0.4807, -0.6949, -0.5046, -0.3595, -0.1349, 0.1304, 0.3153, 0.3992, 0.5142, 0.4802, 0.8288, 0.1858, -0.4475, -0.2391, 0.6904, -0.2929, -0.5683, -0.1691, 0.3254, 0.3664, 0.2431, 0.0622, 0.2319],
  "homo_ev": [-19.517, -19.747],
  "de_lowest_ev": 0.0000,
  "gap_ha": [0.189, 0.179],
  "total_charge": 4,
  "spin_multiplicity": 1,
  "fmax_ev_per_a": 7.5
}


(2)
{
  "formula": "C19H43N2OP3SSc",
  "method": "ωB97M-V/def2-TZVPD",
  "species": ["Sc", "P", "P", "P", "H", "C", "C", "H", "C", "C", "C", "C", "C", "C", "C", "C", "C", "H", "H", "H", "H", "H", "H", "H", "H", "H", "H", "H", "H", "H", "H", "H", "H", "H", "H", "H", "H", "H", "H", "H", "H", "H", "H", "H", "H", "H", "C", "C", "C", "C", "C", "C", "S", "H", "H", "H", "H", "H", "H", "C", "N", "C", "N", "O", "H", "H", "H", "H", "H", "H"],
  "xyz": [[0.2732, -0.9821, 0.7927], [1.2551, -2.2743, -1.4012], [2.7111, -1.3611, 1.7738], [-1.6743, -0.1992, -0.7495], [1.9004, 1.3557, 1.0129], [0.8089, 1.2448, 0.9848], [0.0646, 0.8619, 2.1150], [0.5397, 0.6325, 3.0748], [2.2000, -1.2110, -2.5692], [2.4120, -3.6824, -1.1709], [0.0319, -3.0667, -2.5156], [2.9642, -0.3831, 3.3014], [3.2814, -3.0100, 2.3184], [4.0680, -0.7482, 0.6922], [-2.6654, 1.0920, 0.0927], [-2.9363, -1.4437, -1.1768], [-1.1666, 0.5840, -2.3298], [0.3501, 1.7667, 0.1345], [-1.0103, 1.0560, 2.1985], [2.5403, -1.8109, -3.4244], [3.0737, -0.7774, -2.0646], [1.5644, -0.3935, -2.9342], [2.6847, -4.0883, -2.1535], [1.9296, -4.4812, -0.5905], [3.3259, -3.3693, -0.6537], [0.5544, -3.6015, -3.3193], [-0.6480, -2.3327, -2.9623], [-0.5543, -3.7919, -1.9359], [3.9801, -0.5179, 3.6929], [2.2457, -0.7256, 4.0582], [2.7893, 0.6828, 3.1123], [4.3642, -3.0019, 2.4945], [3.0420, -3.7776, 1.5707], [2.7810, -3.2640, 3.2618], [4.9987, -0.6976, 1.2744], [3.8202, 0.2595, 0.3246], [4.2181, -1.4064, -0.1753], [-3.5036, 1.4442, -0.5220], [-2.0341, 1.9519, 0.3534], [-3.0655, 0.6685, 1.0256], [-3.7259, -1.0102, -1.8028], [-3.3907, -1.8111, -0.2462], [-2.4844, -2.2962, -1.6987], [-2.0239, 1.0627, -2.8215], [-0.7212, -0.1545, -3.0110], [-0.4077, 1.3548, -2.1245], [-1.9831, 5.5893, -2.0398], [-1.4290, 6.3516, -3.0860], [-1.0257, 7.6692, -2.8573], [-1.1806, 8.2482, -1.5894], [-1.7493, 7.4972, -0.5511], [-2.1547, 6.1812, -0.7742], [-2.4575, 3.9314, -2.2596], [-2.0996, 3.7946, -3.5713], [-1.3157, 5.8966, -4.0676], [-0.5847, 8.2542, -3.6690], [-0.8602, 9.2796, -1.4119], [-1.8746, 7.9420, 0.4378], [-2.6019, 5.5938, 0.0247], [-2.9781, -3.1028, 3.4985], [-1.8989, -3.9588, 3.0346], [-0.8970, -3.5525, 2.2555], [0.0069, -4.4587, 1.8451], [-0.7873, -2.3205, 1.8864], [-2.8184, -2.1006, 3.1005], [-2.9839, -3.0763, 4.5909], [-3.9377, -3.4952, 3.1515], [-1.8872, -4.9401, 3.2962], [0.7800, -4.1561, 1.2445], [-0.0429, -5.4137, 2.2047]],
  "atomic_forces_ev_per_a": [[-0.848, -4.041, -0.433], [0.442, -0.458, -1.265], [1.535, 0.026, 0.422], [-1.134, 0.733, -1.116], [-0.284, -0.549, 0.133], [-1.290, 1.934, 3.164], [1.675, 3.356, -1.255], [0.140, -0.361, -0.446], [-0.062, 0.280, 0.334], [-0.013, 0.046, 0.384], [-0.255, 0.002, 0.282], [-0.356, 0.073, 0.048], [-0.312, -0.258, -0.071], [-0.210, 0.045, -0.113], [0.190, -0.025, 0.445], [0.094, -0.367, 0.151], [0.281, -0.077, 0.061], [-0.211, -0.526, 0.142], [0.130, -0.380, -0.477], [-0.125, 0.094, 0.249], [-0.204, -0.082, -0.220], [0.214, -0.195, 0.050], [-0.098, 0.118, 0.206], [0.168, 0.093, -0.206], [-0.186, -0.123, -0.153], [-0.049, 0.169, 0.204], [0.183, -0.204, 0.089], [0.052, 0.102, -0.224], [-0.203, 0.007, -0.157], [0.223, 0.095, -0.050], [0.175, -0.160, 0.104], [-0.218, 0.057, -0.083], [0.214, 0.146, 0.264], [0.091, 0.008, -0.215], [-0.238, -0.018, -0.175], [0.213, -0.269, 0.081], [0.007, 0.211, 0.314], [0.280, -0.132, 0.019], [-0.233, -0.078, -0.201], [-0.026, 0.093, -0.227], [0.230, 0.007, 0.113], [0.068, 0.070, -0.236], [-0.212, 0.232, 0.112], [0.199, -0.162, 0.187], [-0.224, 0.186, 0.184], [-0.315, -0.104, -0.136], [0.568, 1.823, 0.125], [-0.105, -0.149, 0.474], [-0.094, 0.018, 0.300], [-0.065, -0.294, -0.041], [0.116, 0.078, -0.308], [0.173, -0.221, -0.468], [-0.059, -0.912, -0.610], [-0.191, 0.141, 0.627], [0.028, 0.184, 0.107], [-0.200, -0.254, 0.269], [-0.153, -0.442, -0.083], [-0.002, -0.142, -0.322], [0.032, 0.167, -0.022], [-0.348, 0.091, 0.275], [1.052, 0.158, -0.727], [-0.611, -0.640, 0.557], [0.236, 0.131, -0.091], [0.633, 0.411, -0.571], [-0.104, -0.159, 0.131], [-0.002, 0.072, -0.165], [0.158, 0.093, 0.020], [-0.255, 0.262, 0.041], [-0.600, -0.484, 0.638], [0.295, 0.455, -0.441]],
  "nbo_charge": [1.7046, 0.7134, 0.6914, 0.6951, 0.2708, -0.4844, -0.4664, 0.2766, -0.9153, -0.9172, -0.9190, -0.9217, -0.9210, -0.9153, -0.9227, -0.9192, -0.9214, 0.2798, 0.2794, 0.2800, 0.2539, 0.2577, 0.2836, 0.2367, 0.2486, 0.2786, 0.2515, 0.2528, 0.2857, 0.2545, 0.2464, 0.2843, 0.2379, 0.2665, 0.2819, 0.2464, 0.2516, 0.2956, 0.2521, 0.2465, 0.2836, 0.2581, 0.2530, 0.2850, 0.2445, 0.2563, -0.1855, -0.2294, -0.1792, -0.1999, -0.1854, -0.2432, -0.0377, 0.1495, 0.2157, 0.2375, 0.2383, 0.2314, 0.2049, -0.4196, -0.5272, 0.8110, -0.7773, -0.8558, 0.2176, 0.2455, 0.2439, 0.4295, 0.4125, 0.4418],
  "homo_ev": -13.833,
  "gap_ha": 0.091,
  "total_charge": 3,
  "spin_multiplicity": 1,
  "fmax_ev_per_a": 4.2
}


(3)
{
  "formula": "C19H43OP3PrSSe",
  "method": "ωB97M-V/def2-TZVPD",
  "species": ["Pr", "P", "P", "P", "H", "C", "C", "H", "C", "C", "C", "C", "C", "C", "C", "C", "C", "H", "H", "H", "H", "H", "H", "H", "H", "H", "H", "H", "H", "H", "H", "H", "H", "H", "H", "H", "H", "H", "H", "H", "H", "H", "H", "H", "H", "H", "C", "C", "C", "C", "C", "C", "Se", "H", "H", "H", "H", "H", "H", "C", "S", "C", "O", "H", "H", "H", "H", "H", "H"],
  "xyz": [[1.4111, 0.2467, 1.3145], [-2.5368, -0.4048, 0.6000], [0.0460, -2.6438, -2.2433], [-0.4743, 2.2824, 1.6177], [4.6778, 0.4173, -1.3671], [4.6438, 0.4312, -0.2686], [3.5608, -0.0549, 0.4520], [2.9894, -0.8994, -0.0209], [-3.4594, 0.4123, -0.7643], [-3.3899, -2.0266, 0.4985], [-3.5251, 0.2907, 1.9817], [1.4065, -3.3296, -3.2052], [-0.2171, -3.6705, -0.7829], [-1.4321, -2.4884, -3.2688], [1.2230, 3.0272, 1.3609], [-0.8037, 2.6924, 3.3579], [-1.5205, 3.3936, 0.6584], [5.5588, 0.8544, 0.1889], [3.6008, 0.0145, 1.5953], [-4.5332, 0.2278, -0.6221], [-3.1378, 0.0065, -1.7296], [-3.2621, 1.4884, -0.7653], [-4.4737, -1.8531, 0.5218], [-3.1074, -2.6601, 1.3481], [-3.1329, -2.5498, -0.4300], [-4.5865, 0.1665, 1.7372], [-3.3054, 1.3543, 2.1173], [-3.2989, -0.2374, 2.9134], [0.9897, -3.8248, -4.0931], [1.9886, -4.0498, -2.6120], [2.0596, -2.4862, -3.5007], [-0.3702, -4.7132, -1.0902], [-1.0919, -3.3582, -0.1969], [0.6631, -3.6508, -0.1266], [-1.4505, -3.2424, -4.0637], [-1.3662, -1.4847, -3.7124], [-2.3418, -2.5514, -2.6492], [1.1001, 4.0772, 1.6418], [1.5167, 2.9675, 0.2999], [2.0359, 2.6056, 1.9966], [-0.4330, 3.7039, 3.5560], [-0.3040, 1.9719, 4.0237], [-1.8857, 2.6414, 3.5277], [-1.2826, 4.4177, 0.9618], [-2.5765, 3.1877, 0.8687], [-1.3337, 3.2749, -0.4182], [1.4884, 2.0010, -2.5935], [2.7818, 1.4666, -2.7971], [3.7702, 2.2289, -3.4062], [3.4679, 3.4824, -3.9558], [2.1583, 3.9828, -3.8477], [1.1776, 3.2568, -3.1726], [0.2667, 1.0408, -1.5473], [0.3097, -1.2361, -2.1412], [3.0176, 0.4945, -2.3576], [4.7993, 1.8551, -3.4351], [4.2433, 4.0451, -4.4775], [1.9122, 4.9473, -4.2904], [0.1573, 3.6327, -3.0459], [0.4516, -3.5364, 3.9956], [-0.4289, -2.3921, 2.9699], [-1.5604, -1.7467, 4.1984], [0.6663, -1.2710, 2.8098], [-0.2336, -4.3600, 4.2264], [0.7858, -3.0239, 4.9051], [1.3123, -3.8802, 3.4247], [-2.5595, -2.0675, 3.8586], [-1.4906, -0.6567, 4.3116], [-1.3323, -2.2377, 5.1593]],
  "atomic_forces_ev_per_a": [[-4.387, 0.863, -0.581], [-0.296, -0.146, -0.248], [-0.324, 0.133, -1.188], [0.455, -0.108, 0.009], [-0.099, -0.414, 0.633], [-0.968, -0.473, 0.985], [4.289, -0.218, -1.142], [0.325, 0.842, 0.150], [0.309, 0.046, -0.127], [-0.001, -0.140, 0.119], [0.185, -0.047, 0.163], [0.298, 0.136, -0.045], [-0.091, 0.153, 0.559], [-0.193, -0.166, 0.070], [-0.244, 0.261, 0.042], [0.119, 0.130, 0.035], [-0.101, 0.208, -0.319], [-0.953, 0.160, 0.032], [0.957, -0.561, -1.275], [0.265, 0.106, -0.100], [-0.102, 0.137, 0.112], [-0.079, -0.163, -0.086], [0.216, -0.224, -0.027], [-0.134, -0.020, -0.177], [-0.129, 0.072, 0.187], [0.163, 0.114, 0.195], [-0.135, -0.154, 0.031], [-0.201, 0.238, -0.144], [0.310, 0.099, 0.206], [-0.182, 0.194, -0.246], [-0.287, -0.548, -0.058], [0.053, 0.236, -0.138], [0.225, 0.042, -0.267], [-0.086, 0.002, -0.217], [-0.144, 0.111, 0.233], [-0.146, -0.298, 0.006], [0.308, 0.005, -0.335], [0.504, -0.075, 0.004], [-0.056, 0.073, 0.230], [-0.204, 0.411, 0.031], [-0.231, -0.145, 0.248], [-0.152, 0.293, -0.095], [0.247, 0.064, 0.099], [-0.180, -0.036, -0.059], [0.223, 0.076, -0.018], [-0.026, -0.026, 0.375], [1.621, 0.730, -1.057], [-0.480, 0.637, 0.558], [0.151, 0.169, -0.216], [-0.435, -0.193, 0.189], [0.440, -0.271, -0.142], [-0.098, -0.780, 0.714], [-0.533, -0.861, 1.396], [0.207, -0.549, 1.075], [-0.185, 0.220, -0.346], [-0.375, 0.095, -0.246], [-0.284, -0.091, 0.228], [0.030, -0.250, 0.116], [0.433, 0.061, -0.161], [0.054, -0.264, 0.179], [0.698, 0.715, 0.452], [-0.549, -0.536, 0.482], [-0.221, -0.087, -0.529], [0.223, 0.033, 0.004], [-0.134, -0.102, -0.200], [-0.075, -0.194, 0.008], [0.288, 0.321, 0.309], [0.061, -0.376, -0.324], [-0.157, 0.330, -0.354]],
  "mulliken_spin": [2.0397, -0.0029, 0.0007, -0.0109, 0.0011, 0.0097, -0.0010, 0.0000, -0.0001, -0.0005, 0.0001, -0.0001, 0.0003, -0.0003, 0.0085, -0.0009, -0.0023, -0.0003, -0.0034, -0.0001, 0.0001, -0.0002, -0.0001, 0.0001, 0.0001, 0.0001, 0.0000, -0.0001, 0.0000, 0.0000, 0.0000, 0.0000, 0.0002, -0.0002, 0.0000, 0.0001, 0.0001, -0.0002, -0.0009, -0.0044, -0.0005, -0.0002, 0.0004, -0.0005, 0.0000, 0.0008, -0.0025, 0.0002, 0.0011, -0.0024, 0.0011, -0.0019, -0.0141, -0.0030, -0.0012, 0.0001, -0.0001, 0.0000, 0.0001, -0.0002, -0.0019, 0.0003, -0.0074, -0.0002, 0.0000, -0.0001, 0.0000, 0.0000, 0.0000],
  "homo_ev": [-15.109, -15.110],
  "de_lowest_ev": 1.9178,
  "gap_ha": [0.198, 0.200],
  "total_charge": 3,
  "spin_multiplicity": 3,
  "fmax_ev_per_a": 4.5
}